C15H32N2O4P2Pt | ωB97M-V/def2-TZVPD

Atoms and positions in Å:
1 Pt -0.03 0.00 -0.02
2 P 0.59 2.28 -0.20
3 P -0.97 -2.16 -0.14
4 O -5.28 2.08 3.35
5 O -0.91 2.35 2.10
6 O 1.50 -0.50 2.62
7 O -2.95 -1.42 2.08
8 N -2.16 0.61 1.26
9 N -4.23 0.39 2.25
10 C -4.24 1.63 2.93
11 C 0.92 -0.31 1.63
12 C 1.70 2.69 -1.60
13 C -3.03 -0.22 1.80
14 C -1.97 1.69 2.06
15 C -0.96 1.06 4.89
16 C -2.90 3.58 3.63
17 C -2.75 -2.14 -0.60
18 C -2.41 1.13 4.50
19 C -1.64 4.29 4.08
20 C -2.84 2.04 3.26
21 C -0.24 -3.28 -1.38
22 C 1.43 3.06 1.23
23 C -0.93 -3.16 1.40
24 C -0.86 3.38 -0.51
25 H -0.86 4.29 3.32
26 H -1.37 -2.57 2.22
27 H -1.36 3.06 -1.41
28 H -0.72 0.26 -1.50
29 H -5.01 -0.21 2.48
30 H -3.15 -3.15 -0.62
31 H -3.04 1.40 5.36
32 H -1.53 -4.08 1.28
33 H 1.83 3.78 -1.69
34 H -2.68 0.09 4.27
35 H 2.73 -1.30 -1.55
36 H -1.24 3.88 5.02
37 H 1.55 4.15 1.08
38 H 2.68 2.23 -1.44
39 H -3.31 4.13 2.76
40 H -0.55 1.99 5.31
41 H 0.79 -3.52 -1.11
42 H -1.88 5.34 4.30
43 H 2.97 -0.60 -1.56
44 H -0.82 -4.22 -1.45
45 H -0.54 4.43 -0.59
46 H -0.32 0.76 4.04
47 H 0.83 2.90 2.13
48 H -1.56 3.29 0.33
49 H -2.86 -1.66 -1.57
50 H 0.09 -3.41 1.65
51 H 1.28 2.30 -2.53
52 H -3.31 -1.56 0.13
53 H -0.24 -2.80 -2.36
54 H 2.40 2.60 1.38
55 H -3.63 3.69 4.45
56 H -0.83 0.29 5.65

LUMO (alpha / beta) in Eh: 0.015 / -0.082
Spin multiplicity: 3
Kohn-Sham gap (alpha / beta) in eV: 5.06 / 7.08
Total energy in eV: -49066.784

Here are the Mulliken charges for atoms 1 to 5, given in e: 1.371 0.820 0.631 -0.641 -0.245